Density functional theory data (ωB97M-V with the def2-TZVPD basis set) for a 10-piece molecular cluster, C82H175N9O10 overall in a non-equilibrium geometry.

Geometry as XYZ:
```
276
Properties=species:S:1:pos:R:3:forces:R:3:mulliken_charge:R:1
C -1.104500 -2.394158 6.190276 -0.4 0.6 -1.1 -1.46
C 0.238980 -1.802228 6.624386 0.2 0.2 0.4 2.14
C 1.184270 -1.509448 5.392856 0.0 0.1 0.3 -1.52
C 0.995290 -0.210268 4.625956 -0.5 -0.9 0.1 1.69
C 0.865490 0.959402 5.550086 0.0 0.4 0.0 -0.75
C -0.115770 0.798822 6.711096 -0.1 -0.3 0.9 1.77
N 0.078830 -0.521318 7.404876 2.2 0.5 -2.4 0.42
O -0.557610 -0.544338 8.634246 -0.5 -0.8 0.2 -0.50
C 0.254150 1.890722 7.785626 -0.2 -0.9 -0.9 -2.12
C -1.551350 1.013212 6.199136 -0.3 0.1 0.3 -1.55
C 0.904780 -2.881678 7.516036 -0.4 0.9 0.9 -2.27
H -1.653830 -2.983968 6.924076 0.3 0.1 0.2 0.50
H -0.950110 -2.986658 5.288496 0.0 -0.4 0.1 0.24
H -1.771700 -1.596598 5.863406 -0.1 0.1 0.1 0.12
H 2.234200 -1.451428 5.679886 0.0 -0.4 0.7 0.28
H 1.130770 -2.343738 4.693426 -0.2 -0.2 0.1 0.44
H 0.121140 -0.270568 3.977636 -0.2 0.0 -0.1 -1.02
H 1.859160 -0.068238 3.976586 0.0 0.0 -0.1 0.02
H 0.506140 1.747202 4.888016 0.0 0.6 0.4 -0.65
H 1.831900 1.263262 5.952366 0.2 -0.1 0.0 0.35
H -0.547770 1.995192 8.516456 0.1 0.3 -0.1 0.38
H 1.172030 1.577322 8.283006 0.0 0.0 0.1 0.54
H 0.487480 2.811652 7.251266 -0.3 0.2 0.2 0.38
H -1.734200 0.686322 5.175506 0.3 -0.1 -0.1 -0.04
H -2.284240 0.490902 6.814076 0.1 0.0 0.2 0.48
H -1.799930 2.073312 6.249096 0.0 0.1 -0.1 0.47
H 0.153560 -3.146468 8.260106 -0.1 -0.4 0.0 0.48
H 1.704170 -2.466288 8.129656 0.4 0.1 -0.4 0.44
H 1.253290 -3.792408 7.028986 -0.1 0.2 -0.3 0.33
H 0.201120 -0.515278 9.221676 -0.2 0.0 0.5 0.36
C -5.249020 -2.595168 -1.051654 0.0 0.6 -0.9 -2.12
C -4.883820 -2.313208 0.385596 -0.5 0.8 1.0 1.86
C -5.640930 -3.304798 1.223396 -0.5 -0.6 1.5 -1.33
C -5.216370 -3.408468 2.717396 0.3 0.1 -1.3 -0.72
C -3.744030 -3.675368 2.782266 0.3 -0.5 0.2 -1.57
C -2.823720 -2.740008 1.976016 -0.4 -0.2 0.3 2.35
N -3.469950 -2.524378 0.608106 0.8 -1.8 2.1 -0.16
O -2.662220 -1.763028 -0.221214 0.5 0.6 -0.5 1.06
C -2.576790 -1.462608 2.842866 -0.4 0.2 -1.0 -0.01
C -1.542460 -3.591948 1.791476 0.6 0.6 -0.3 -1.75
C -5.315420 -0.899178 0.805396 0.0 -0.2 0.4 -1.71
H -4.738720 -1.891308 -1.709144 0.1 -0.1 -0.2 0.21
H -6.310700 -2.417868 -1.223374 -0.1 0.0 0.2 0.49
H -5.053790 -3.608728 -1.401914 0.3 -0.1 0.3 0.38
H -6.698460 -3.040738 1.226026 -0.1 -0.1 -0.4 0.43
H -5.508480 -4.272318 0.739186 -0.2 -0.3 0.2 0.45
H -5.723040 -4.237278 3.211826 -0.3 0.2 0.0 0.50
H -5.369590 -2.485518 3.276656 -0.6 0.1 -0.1 0.34
H -3.495590 -4.692098 2.477886 -0.4 -0.2 -0.2 0.66
H -3.497890 -3.647228 3.843736 0.6 0.2 0.0 0.11
H -1.958070 -0.728088 2.327336 0.2 0.0 -0.2 -0.29
H -3.527500 -0.959778 3.020126 0.0 -0.1 0.1 0.27
H -2.136550 -1.635718 3.824866 0.1 -0.5 -0.3 -1.02
H -0.624650 -3.034468 1.604606 -0.1 0.5 -0.3 -0.65
H -1.264470 -4.169928 2.672816 -0.5 0.0 0.3 0.66
H -1.664940 -4.292078 0.965086 -0.2 0.0 0.0 0.65
H -4.571330 -0.190288 0.442236 -0.4 0.4 -0.2 -0.15
H -5.339900 -0.834708 1.893216 0.4 0.0 0.1 0.52
H -6.357530 -0.690968 0.562996 0.1 0.3 -0.7 0.55
H -2.486450 -2.407168 -0.910984 0.4 0.2 -0.4 0.08
C 2.625970 0.435252 -6.338944 -0.6 0.3 0.6 -1.69
C 2.551380 -1.126048 -6.102084 -0.3 0.4 -1.1 2.13
C 3.714310 -1.576588 -5.268574 1.0 0.3 1.2 -2.00
C 3.608760 -1.279468 -3.770354 2.1 0.5 -1.4 -0.61
C 2.389020 -1.804178 -3.168664 -1.9 -0.6 0.3 -0.05
C 1.059730 -1.427058 -3.992064 0.5 0.3 0.5 1.68
N 1.282130 -1.580758 -5.438704 1.6 -2.0 -1.3 0.34
O 0.167600 -1.672408 -6.351554 1.0 0.4 1.6 -0.50
C -0.109280 -2.315268 -3.456664 0.0 -0.1 -0.9 -1.56
C 0.844630 0.037872 -3.690304 -0.9 1.2 1.1 -0.93
C 2.786230 -1.800428 -7.491224 -0.9 -0.4 0.3 -2.08
H 1.639840 0.896232 -6.282854 -0.3 -0.2 -0.2 0.28
H 3.046800 0.795132 -7.277824 0.2 -0.6 -0.2 0.38
H 3.150920 0.986632 -5.558874 0.3 -0.3 0.2 0.22
H 3.988550 -2.629348 -5.336144 -0.7 -0.3 -0.4 0.47
H 4.626490 -1.098548 -5.625654 0.0 0.3 -0.2 0.47
H 3.773130 -0.222968 -3.558514 -0.4 0.3 -0.2 0.41
H 4.535610 -1.707928 -3.388944 -0.1 -0.3 0.6 0.40
H 2.335210 -1.373618 -2.168754 -0.7 0.2 0.2 -0.86
H 2.435500 -2.875678 -2.974174 0.0 -0.3 -0.5 0.56
H -1.096780 -2.046568 -3.831824 0.1 0.4 -0.3 0.19
H 0.001120 -3.354878 -3.765084 0.4 0.0 0.0 0.50
H -0.227830 -2.313178 -2.373134 0.5 0.3 0.2 0.06
H 1.734360 0.643342 -3.517444 0.4 -0.4 -0.2 0.19
H 0.291490 0.615582 -4.430834 -0.3 -0.3 -0.3 0.27
H 0.294690 0.144922 -2.755314 -0.1 0.1 0.1 0.44
H 3.764840 -1.607978 -7.930994 0.1 0.5 0.4 0.44
H 2.027410 -1.518228 -8.221054 0.0 0.0 0.0 0.37
H 2.754640 -2.884178 -7.379094 -0.3 -0.1 0.1 0.47
H -0.098580 -0.755438 -6.451134 -0.5 0.5 -0.2 0.39
C -1.066700 3.933302 3.275836 -1.4 0.1 -0.4 -1.05
C -2.129490 3.763222 2.079536 3.1 0.2 0.1 2.35
C -2.567690 2.304962 1.902536 -2.8 -0.4 1.4 0.76
C -3.751790 1.930072 2.856796 -0.5 -0.2 -0.3 1.21
C -4.966640 2.871222 2.760996 2.2 0.6 0.1 -1.74
C -4.460660 4.334202 3.039576 -1.3 1.3 -0.8 1.27
N -3.268710 4.679992 2.138256 -1.3 -0.9 -0.1 0.58
O -2.909960 6.095922 2.199776 0.1 -1.7 0.7 -0.50
C -5.616690 5.318162 2.483856 0.7 -0.8 1.3 -1.90
C -4.175780 4.511082 4.591996 -0.8 -0.6 -1.7 -1.14
C -1.299210 4.008182 0.773546 0.0 0.7 0.3 -2.58
H -0.706830 4.961822 3.302786 0.3 0.0 -0.4 0.66
H -0.257060 3.210432 3.175656 0.1 0.1 -0.1 -0.49
H -1.510620 3.827782 4.265736 -0.2 -0.4 0.0 0.30
H -2.978370 2.180582 0.900556 0.1 0.0 -0.2 0.03
H -1.846590 1.501492 2.052676 0.7 0.7 -0.1 -0.90
H -3.447420 1.830752 3.898716 0.3 0.2 0.1 -0.25
H -4.171290 0.952852 2.617706 0.5 -0.2 -0.2 -1.22
H -5.705170 2.528562 3.485746 -0.1 0.5 0.1 0.52
H -5.400600 2.765212 1.766746 0.0 0.3 -0.1 0.39
H -5.704180 5.249112 1.399576 0.7 0.4 -0.1 0.41
H -6.641210 5.075412 2.765866 0.1 -0.5 0.7 0.40
H -5.423570 6.302312 2.910766 0.0 0.2 -0.7 0.38
H -3.882120 5.533512 4.829706 0.2 -0.2 0.1 0.37
H -5.094090 4.233492 5.109436 -0.2 0.3 0.1 0.45
H -3.466770 3.733122 4.875156 0.3 0.5 0.2 -0.12
H -1.905120 3.770202 -0.100724 0.0 0.2 -0.1 0.78
H -0.373100 3.437942 0.701116 -0.3 -0.6 0.3 -0.39
H -0.904760 5.022462 0.712396 -0.4 0.4 0.0 0.83
H -3.192220 6.409342 1.337396 -0.1 0.0 -0.1 0.35
C 1.800670 5.025722 -6.221264 0.7 0.9 0.2 -1.74
C 0.702700 5.611112 -5.246954 1.0 0.4 0.5 1.66
C -0.098380 4.408612 -4.688714 -0.2 -0.9 -1.0 -2.07
C 0.401290 3.615292 -3.487894 0.3 1.3 -0.2 0.74
C 0.752450 4.639432 -2.436564 1.0 -0.1 -0.2 -0.60
C 1.753660 5.772842 -2.856234 0.1 -0.6 -0.4 2.14
N 1.194220 6.427472 -4.081124 -1.6 -2.1 0.3 0.45
O 1.733500 7.650862 -4.469554 0.5 0.1 0.2 -0.51
C 1.734230 6.738932 -1.658754 0.1 1.1 -0.5 -1.83
C 3.220250 5.280532 -3.124424 -0.3 -0.4 0.1 -1.29
C -0.303300 6.506072 -6.063484 0.8 -1.7 0.6 -1.68
H 2.415160 5.784082 -6.706434 -0.4 0.6 0.0 0.41
H 1.423740 4.426412 -7.050034 -0.5 -0.1 0.2 0.43
H 2.604170 4.459872 -5.749794 -0.5 -0.4 0.5 0.24
H -1.139200 4.713912 -4.581034 -0.1 0.0 0.4 0.46
H -0.093190 3.661402 -5.482284 -0.4 0.2 -0.5 0.53
H 1.255250 2.985632 -3.737644 0.2 0.1 -0.1 -0.48
H -0.364930 2.940802 -3.105694 -0.2 0.0 -0.1 0.02
H 1.214140 4.084402 -1.619934 -0.2 0.4 0.5 -0.43
H -0.175240 5.140182 -2.159534 0.0 0.0 0.4 0.50
H 0.808930 7.305092 -1.551974 -0.4 -0.2 -0.5 0.43
H 1.839160 6.282862 -0.674324 0.5 -0.4 -0.3 0.08
H 2.478100 7.520572 -1.812994 0.3 -0.1 0.3 0.48
H 3.725770 6.009532 -3.757764 0.1 0.2 0.3 0.42
H 3.810210 5.050652 -2.237184 -0.1 0.7 0.3 0.11
H 3.313520 4.328482 -3.646924 -0.6 -0.1 -0.4 0.08
H -0.893450 5.690532 -6.481474 -0.5 0.6 -0.7 0.38
H 0.162200 7.105132 -6.846124 -0.1 0.0 0.2 0.33
H -0.921080 7.074812 -5.368524 0.1 0.1 -0.2 0.42
H 1.076890 8.237292 -4.086714 0.2 0.5 -0.2 0.34
C -3.768220 2.335382 -4.350444 0.7 0.5 -1.1 -2.12
C -4.083110 0.922042 -3.853604 0.4 -0.3 1.4 2.74
C -5.153850 0.991422 -2.687634 1.0 2.1 -0.6 -0.52
C -6.556890 1.239832 -3.222544 -0.2 -2.7 -0.3 -1.08
C -6.768670 0.011482 -4.206604 -0.6 1.8 -0.5 -1.08
C -5.860380 0.078132 -5.461544 0.7 -0.1 -0.8 1.20
N -4.480230 0.045992 -4.933874 -1.3 -1.7 0.5 0.48
O -3.464280 -0.118578 -5.906524 -0.4 0.5 -0.1 -0.48
C -6.195550 -1.214488 -6.335524 0.3 1.2 0.8 -1.94
C -6.074640 1.350642 -6.328334 -0.4 0.3 0.6 -1.65
C -2.772790 0.279042 -3.290944 0.7 0.0 0.5 -2.60
H -3.295470 2.171782 -5.318874 0.8 0.1 0.1 0.61
H -3.107290 2.910032 -3.701564 0.2 -0.3 0.1 0.29
H -4.515050 3.048392 -4.699654 -0.9 -0.4 0.8 0.25
H -5.047180 0.260502 -1.886084 -0.4 -0.7 -0.6 -0.23
H -4.871290 1.900682 -2.157064 0.3 0.2 0.2 0.41
H -6.797850 2.186092 -3.706944 0.8 0.0 -0.2 0.42
H -7.276630 1.224402 -2.404104 -0.1 -0.4 0.1 0.50
H -7.794220 0.061142 -4.572514 -0.2 -0.3 0.0 0.49
H -6.591140 -0.958148 -3.741404 0.0 0.2 0.3 0.31
H -6.020040 -2.132148 -5.774104 0.1 0.0 0.1 0.35
H -7.259830 -1.151598 -6.562374 0.0 -0.1 0.0 0.46
H -5.664990 -1.263408 -7.286424 0.2 0.2 0.1 0.42
H -7.025950 1.313822 -6.859134 0.1 -0.1 -0.2 0.41
H -6.120420 2.243482 -5.704764 -0.2 -0.1 0.2 0.31
H -5.256300 1.612132 -6.999184 0.0 -0.7 -0.3 0.28
H -1.867500 0.452392 -3.872754 -0.3 0.4 -0.4 0.86
H -2.755610 -0.804948 -3.177984 -0.9 -0.2 -0.4 0.32
H -2.476450 0.550852 -2.277824 -0.4 0.8 0.2 -0.19
H -3.257180 -1.052538 -5.826354 0.2 -0.1 -0.1 0.34
C 6.574990 -0.593058 1.813666 -0.5 0.0 0.9 -1.99
C 5.493720 -1.562768 1.329266 1.2 -0.9 -1.2 1.80
C 6.266490 -2.614418 0.443746 -0.6 -0.7 0.3 -1.72
C 5.441710 -3.869868 0.046116 0.6 2.1 0.3 0.23
C 4.789280 -4.396338 1.276446 -1.1 -0.5 1.2 -1.43
C 3.997130 -3.409548 2.234456 0.1 -1.0 -0.8 2.56
N 4.904970 -2.283278 2.534656 1.0 -0.2 -2.2 -0.07
O 4.452340 -1.377718 3.521016 -0.5 0.0 -0.3 0.11
C 2.669440 -3.070898 1.547156 -0.2 1.5 -0.3 0.14
C 3.704490 -4.133268 3.545936 0.0 0.5 0.5 -1.84
C 4.564030 -0.752488 0.375106 0.3 0.2 1.1 -0.03
H 7.206920 -0.223998 1.005856 -0.3 0.1 -0.1 0.47
H 7.240200 -1.029288 2.558846 0.0 -0.4 0.0 0.43
H 6.065330 0.210372 2.345516 0.2 0.5 -0.3 0.26
H 6.645950 -2.119868 -0.450424 0.0 0.2 0.0 0.45
H 7.127260 -3.007468 0.984756 0.1 0.3 0.3 0.36
H 6.109820 -4.610698 -0.393084 -0.2 0.0 -0.1 0.65
H 4.678710 -3.583348 -0.677654 0.0 -0.1 -0.3 -0.48
H 5.487670 -4.937538 1.914776 0.2 -0.1 -0.1 0.47
H 4.045450 -5.095838 0.894986 -0.2 -0.4 0.5 -0.07
H 2.817350 -2.746598 0.517076 0.1 -0.3 -0.1 -0.60
H 1.871010 -3.812708 1.529106 0.4 -0.4 0.3 0.34
H 2.238840 -2.183278 2.010636 -0.1 0.1 0.3 -0.73
H 3.157430 -5.070828 3.446916 0.1 0.0 -0.3 0.33
H 4.624210 -4.292238 4.108916 0.1 -0.2 -0.1 0.52
H 3.099640 -3.480148 4.174986 -0.1 0.0 0.0 0.12
H 5.098830 -0.042428 -0.255694 0.6 -0.3 0.0 0.76
H 4.050010 -0.082428 1.064236 -1.1 -0.2 -0.3 -0.60
H 3.972890 -1.360728 -0.309514 -0.3 0.1 0.4 -0.57
H 5.194820 -1.409468 4.128736 -0.1 0.1 0.3 0.29
C 2.251890 4.784842 4.488496 -0.8 0.3 -0.4 -1.42
C 3.719090 4.865742 4.100336 1.2 0.7 0.7 1.98
C 4.389570 3.508852 4.475696 -0.7 -0.3 0.3 -1.87
C 4.156970 2.350602 3.512466 -0.4 1.3 -0.7 1.17
C 4.622170 2.866352 2.172786 0.2 0.0 -0.7 -1.53
C 3.872420 4.160302 1.674106 -0.7 0.6 -1.9 2.00
N 3.996450 5.241192 2.682006 0.8 -0.9 0.2 0.23
O 3.457950 6.514472 2.277876 0.5 -1.5 0.5 -0.49
C 4.560000 4.622082 0.313146 0.3 -0.4 1.4 -2.08
C 2.364350 3.870472 1.247226 1.4 -0.5 0.3 0.31
C 4.481830 5.913332 5.000036 -0.1 0.0 0.2 -2.09
H 2.089940 5.025412 5.539216 0.1 0.2 0.0 0.57
H 1.750350 3.832132 4.318466 0.5 -0.4 -0.1 0.18
H 1.655420 5.455892 3.870426 -0.1 0.4 0.2 0.14
H 5.449670 3.682782 4.660166 0.2 -0.2 -0.4 0.37
H 3.999580 3.196532 5.444436 -0.2 0.4 0.3 0.42
H 3.123470 2.141162 3.236566 -0.6 -0.1 1.2 -1.08
H 4.584320 1.414882 3.872866 0.3 0.1 -0.3 0.51
H 4.437250 2.071732 1.449956 0.1 0.2 -0.5 -0.14
H 5.699070 3.027772 2.220966 0.1 0.4 -0.3 0.61
H 5.627380 4.721932 0.510196 0.1 0.2 -0.1 0.50
H 4.440840 3.847362 -0.444294 -0.1 -0.2 0.1 0.39
H 4.180690 5.554072 -0.105904 -0.1 0.0 0.4 0.43
H 2.315410 3.403962 0.263316 0.3 -0.3 0.0 0.17
H 1.947040 3.146602 1.947196 -0.7 0.4 0.1 -0.88
H 1.807010 4.792742 1.083286 -0.2 0.0 0.7 0.11
H 4.356400 5.705862 6.062736 -0.3 -0.4 0.1 0.42
H 4.233190 6.970772 4.910046 -0.5 -0.1 -0.5 0.36
H 5.561400 5.882052 4.852906 0.0 -0.3 -0.4 0.45
H 2.507150 6.421932 2.372846 -0.6 0.1 -0.1 0.38
C -1.517220 -8.105448 -1.980704 1.0 -0.1 0.6 -1.79
C -0.162530 -7.539888 -2.606594 -1.7 0.4 0.0 1.72
C -0.130750 -5.943618 -2.400284 -0.1 -1.1 -0.2 -1.71
C 0.196470 -5.525738 -0.993454 -1.4 0.0 0.7 0.89
C 1.378380 -6.207278 -0.385934 0.1 -0.6 -0.2 -0.95
C 1.387780 -7.774568 -0.605534 0.5 0.6 0.4 2.01
N 1.065920 -8.119818 -2.021564 0.0 2.9 0.2 0.30
O 1.323550 -9.450988 -2.323884 -0.7 -0.6 0.1 -0.49
C 2.852180 -8.262008 -0.385564 -0.7 -0.3 -0.1 -2.26
C 0.447590 -8.484838 0.437416 1.2 -0.7 -0.4 -2.01
C -0.256100 -7.791468 -4.127294 1.8 0.9 -0.4 -1.98
H -1.418350 -9.184468 -1.862144 -0.1 -0.2 -0.5 0.37
H -2.429950 -7.854668 -2.521204 0.3 0.0 -0.4 0.42
H -1.691470 -7.804698 -0.947614 0.2 0.5 0.0 0.32
H 0.513730 -5.436398 -3.118244 0.3 -0.4 -0.2 0.22
H -1.131320 -5.548818 -2.576644 -0.2 -0.3 -0.4 0.53
H -0.694450 -5.723708 -0.397494 -0.2 -0.6 0.2 -0.40
H 0.204220 -4.442028 -0.876734 0.6 0.3 -0.3 0.34
H 1.382290 -6.013698 0.686736 0.0 -0.2 0.2 0.42
H 2.252470 -5.672758 -0.757864 0.5 -0.6 -0.3 -0.07
H 3.294540 -7.918688 0.549606 -0.3 0.1 0.1 0.38
H 2.822360 -9.351498 -0.370054 0.2 0.0 0.1 0.56
H 3.507790 -7.952738 -1.199584 -0.1 0.2 -0.1 0.42
H -0.372350 -7.919148 0.879906 0.0 0.0 -0.4 0.20
H 0.145740 -9.421038 -0.032164 -0.7 0.2 -0.1 0.46
H 1.050870 -8.894018 1.247806 0.2 0.5 0.4 0.53
H -0.281680 -8.808928 -4.517444 -0.7 -0.1 0.5 0.36
H 0.662870 -7.421738 -4.582124 0.7 0.0 0.2 0.48
H -0.904190 -7.085908 -4.647164 -0.9 -0.5 0.4 0.39
H 2.200800 -9.413088 -2.711954 0.1 -0.1 -0.2 0.36
C 0.494450 -0.017388 0.584746 -0.2 -1.0 0.5 0.64
O -0.409660 0.538182 -0.300284 -0.7 1.0 -1.3 1.40
H 0.375480 0.468362 1.553246 0.5 0.1 0.2 -0.28
H 0.233280 -1.068158 0.710376 0.4 -0.3 0.3 -0.84
H 1.512920 0.041402 0.200886 0.1 0.2 0.1 0.13
H -1.114070 -0.081598 -0.503454 -0.1 -0.1 0.2 -1.06
```
Forces are in eV/Å.

Output
SMILES string = CC1(C)CCCC(C)(C)N1O.CC1(C)CCCC(C)(C)N1O.CC1(C)CCCC(C)(C)N1O.CC1(C)CCCC(C)(C)N1O.CC1(C)CCCC(C)(C)N1O.CC1(C)CCCC(C)(C)N1O.CC1(C)CCCC(C)(C)N1O.CC1(C)CCCC(C)(C)N1O.CC1(C)CCCC(C)(C)N1O.CO
Frontier orbital gap = 8.35 eV
Charge = 0
Relative energy (zero: lowest compared OMol25 entry of this formula, charge and spin) = 73.87 kcal/mol
M = 1447.4 g/mol
HOMO energy = -7.976 eV